Entry 1:
C4H12O | the ωB97M-V functional and the def2-TZVPD basis

Computed properties:
molecular weight: 76.139 g/mol
HOMO energy: -11.03 eV
ΔE to the lowest compared entry with this formula, charge and spin: 13.5 kJ/mol
lowest unoccupied orbital energy: 0.81 eV
structure (SMILES): CC(C)C.O

Each line ends with the Mulliken charge.
Geometry (Å):
H 0.00437 0.43749 -3.39702  0.3709
H 1.50224 -2.51967 5.32151  0.3229
O 1.65108 -2.64923 6.28648  -0.6429
H -0.24958 2.52752 -0.35464  0.3480
H -0.18754 -1.07844 0.00937  0.3554
C -0.23998 -0.16087 -2.52243  -1.4452
H 1.18565 -3.48242 6.43017  0.3199
H 0.31046 -1.09983 -2.56978  0.3563
H 0.04785 0.39062 0.87984  0.3794
H 1.15042 0.64570 -1.28376  0.1636
H -1.30700 -0.41259 -2.59905  0.3328
H -1.50480 2.04139 -1.46996  0.3223
H -1.55462 0.01695 0.01084  0.3267
H 0.02379 2.64107 -2.16710  0.3800
C 0.04961 0.62563 -1.25256  0.8040
C -0.41616 2.09553 -1.34043  -1.3426
C -0.46579 -0.01883 0.01854  -1.3516



Entry 2:
C3H10PS | the ωB97M-V functional and the def2-TZVPD basis

Computed properties:
molecular weight: 109.154 g/mol
HOMO energy: -14.44 eV
ΔE to the lowest compared entry with this formula, charge and spin: 0.0 kJ/mol
net charge: +1
lowest unoccupied orbital energy: -3.41 eV

Each line ends with the Mulliken charge.
Geometry (Å):
H -1.56794 -0.29806 1.63503  0.3926
C -0.49540 -0.31655 1.69568  -1.0964
C -0.07214 -1.59121 -0.87538  -1.0205
H -1.27843 1.35597 -1.39062  0.3210
H 2.32538 1.10168 -0.77468  0.1809
S 2.22688 0.14803 0.17160  -0.2422
C -0.39007 1.64838 -0.76852  -1.0432
H 0.73512 -2.24297 -0.46784  0.3582
P 0.13575 -0.03282 -0.02268  0.8296
H -0.17271 -1.22235 2.10165  0.4104
H 0.32242 2.15370 -1.37666  0.4305
H -0.63413 2.37868 0.06442  0.3545
H -0.96708 -1.96999 -0.48219  0.3670
H -0.13273 0.58990 2.37749  0.3559
H -0.03492 -1.70238 -1.88730  0.4015



Entry 3:
H12O6Pt | the ωB97M-V functional and the def2-TZVPD basis

Computed properties:
molecular weight: 303.168 g/mol
HOMO energy (alpha / beta): -17.79 / -17.75 eV
2S+1: 3
ΔE to the lowest compared entry with this formula, charge and spin: 800.1 kJ/mol
net charge: +2
lowest unoccupied orbital energy (alpha / beta): -12.40 / -14.28 eV

Each line ends with the Mulliken charge.
Geometry (Å):
O -0.46377 3.46215 1.12617  -0.5607
H 2.91068 1.66128 -2.70063  0.3563
H 3.47944 -0.14494 2.25488  0.3357
O -3.13570 0.87237 -1.79713  -0.5421
H 0.12693 -4.23901 -1.43920  0.3356
Pt -0.06413 -0.19736 0.04874  1.3102
H -1.22559 3.68135 1.66264  0.3535
H -0.43739 -1.75969 3.97281  0.3268
H 1.73634 1.50754 -3.64361  0.3571
O 3.38841 -0.49420 1.36834  -0.5969
O -1.11339 -1.59489 3.31547  -0.6040
H -1.92821 -1.87186 3.73452  0.3244
H -1.33859 -4.04016 -1.76259  0.3308
H -3.84624 0.28369 -2.05172  0.3549
H 4.28159 -0.71536 1.10464  0.3267
H -0.29009 4.25593 0.62024  0.3500
O -0.58328 -3.60083 -1.37181  -0.5814
H -3.56404 1.71541 -1.64866  0.3504
O 2.06705 1.21859 -2.79310  -0.5275